No. 1
{
  "formula": "C29H44Cl2N4O2Pt",
  "method": "ωB97M-V/def2-TZVPD",
  "elements": ["H", "H", "H", "H", "Pt", "H", "H", "C", "C", "C", "N", "C", "N", "H", "H", "C", "H", "N", "C", "C", "C", "C", "O", "C", "H", "H", "H", "H", "H", "H", "H", "C", "H", "H", "H", "H", "H", "H", "C", "N", "C", "H", "H", "C", "C", "Cl", "H", "H", "C", "H", "H", "H", "H", "H", "C", "C", "H", "H", "O", "H", "Cl", "H", "C", "H", "C", "C", "C", "C", "H", "H", "H", "H", "C", "C", "H", "C", "H", "H", "C", "C", "H", "C"],
  "positions_angstrom": [[2.9517, 0.0169, -2.6604], [4.4904, -3.1823, -0.4795], [-0.4716, -3.1344, -3.0520], [-0.8194, 1.2647, 2.8425], [0.4116, -0.4261, -1.0517], [2.3383, -4.9809, -0.5479], [-1.0281, -5.5380, -1.6939], [-0.0318, 0.4826, 6.0743], [-0.8902, -3.0255, -2.0480], [-0.0313, -3.7968, -1.0872], [1.3153, -3.2149, -0.9836], [-0.3922, 0.7217, 3.6918], [-3.1570, 2.0048, -0.9221], [1.5780, 3.7822, -1.9291], [0.9379, 5.6245, -0.2557], [2.4221, -3.9388, -0.6581], [-0.1938, -4.3084, 1.0157], [-1.5554, 3.4234, -0.7800], [-0.5773, 1.2184, 4.9948], [-5.2516, 0.7739, -0.6050], [-2.9671, -0.1874, 0.0075], [-2.7041, 4.1515, -1.0376], [0.1128, -0.1810, 1.1867], [1.6110, -1.8945, -0.9386], [-5.6431, -0.2578, -0.6888], [5.4039, -1.1118, -2.0274], [-0.5682, 5.5445, 0.6739], [0.4985, -5.3440, -2.5677], [-1.1294, 2.1509, 5.1840], [0.5164, -5.9498, -0.9083], [-3.9087, 0.8033, -3.1343], [0.0244, -5.2334, -1.5844], [-0.7710, -2.6704, 0.6077], [2.4370, 0.2243, 0.8213], [4.0789, 1.0018, 0.7563], [0.3959, 1.8694, 0.1181], [-0.6175, 6.0008, -1.0443], [-2.7907, 0.2770, 1.0234], [-0.1260, 5.3537, -0.3087], [2.9600, -1.8160, -0.8580], [0.6102, -0.9888, 2.0908], [-5.4241, 1.1241, 0.4210], [-4.0893, -0.8645, -2.3855], [0.8521, -1.1912, 4.5638], [3.5291, 0.0266, 0.6668], [0.2250, 0.0457, -3.2338], [1.6495, 3.1991, 0.3380], [2.2550, 0.8987, -1.2255], [0.6824, -0.7239, 5.8739], [5.6565, -1.5598, -0.3263], [0.3679, 2.4513, -2.2172], [3.9118, -0.6535, 1.4561], [3.9459, 1.2921, -1.7338], [0.0478, 4.1449, -2.8163], [-3.7197, 3.2461, -1.1246], [-3.5332, 0.1002, -2.3437], [-3.4817, -1.2032, 0.1431], [-4.7706, 3.3158, -1.2709], [1.2441, -2.0481, 1.9736], [-1.7517, -4.0722, 0.1127], [-0.2164, 1.0767, 7.6776], [1.0966, -1.2756, 6.7289], [-0.7208, -3.7152, 0.2510], [1.3916, -2.1158, 4.3577], [3.4728, -3.0652, -0.6393], [0.5299, 2.9896, 0.3383], [-3.7850, 0.6968, -0.9613], [-0.1848, 3.8908, -0.6872], [-1.9578, -3.3764, -1.9863], [0.1381, 3.1696, 1.3608], [-2.4184, -0.0794, -2.4965], [-0.8782, -1.9303, -1.7811], [-1.8577, 2.1384, -0.7384], [5.2007, -0.8148, -0.9841], [-5.8084, 1.4158, -1.2896], [3.1957, 0.4682, -1.6689], [5.7105, 0.1488, -0.7968], [-2.6219, 5.1987, -1.1149], [3.7266, -0.5716, -0.7221], [0.3312, -0.4699, 3.4815], [-1.9052, -0.3645, -0.4314], [0.4952, 3.5483, -2.0055]],
  "forces_ev_per_a": [[0.3, 0.7, 0.6], [1.4, -0.5, 0.2], [-0.4, 0.3, -0.1], [0.3, -0.3, 0.2], [-1.8, 2.1, 1.5], [0.4, -0.9, 0.1], [0.4, -0.1, 0.0], [0.3, -0.6, -1.5], [-0.4, 0.6, -0.4], [-0.3, -0.2, 0.4], [-0.1, 0.8, 0.5], [0.1, -0.1, 0.6], [-0.1, 1.5, 0.0], [-0.6, -0.1, -0.2], [-0.3, 0.1, 0.0], [1.2, 0.9, -0.6], [-0.3, 0.2, -0.2], [-1.7, 0.3, -0.1], [0.4, -0.8, 0.2], [-0.3, -0.7, 0.2], [0.6, -1.4, 0.7], [-0.1, -0.6, 0.0], [0.8, -1.3, 0.2], [2.1, -2.4, -0.5], [0.0, 0.6, 0.1], [-0.2, 0.1, 0.3], [0.0, -0.1, -0.1], [0.0, 0.3, 0.1], [0.3, -0.6, -0.1], [-0.2, 0.3, 0.0], [0.3, -0.7, 0.5], [-0.2, -0.6, -0.1], [0.1, -0.5, -0.2], [1.0, -0.2, 0.1], [-0.5, -0.8, -0.2], [0.1, 2.0, 0.3], [0.2, -0.1, 0.0], [-0.3, -0.4, -1.1], [0.5, 0.2, 0.0], [-0.7, -0.2, 0.5], [-0.3, 0.3, -0.5], [0.2, 0.0, -0.2], [0.5, 0.5, -0.3], [-0.3, 0.5, 0.4], [-0.1, 0.2, 1.0], [-0.4, 0.6, -2.0], [-1.4, -0.1, 0.0], [0.5, 0.0, -0.5], [-0.4, 0.6, -0.3], [-0.1, 0.2, 0.1], [0.1, 1.2, 0.1], [-0.3, 0.4, -0.3], [-0.8, -0.5, -0.1], [0.2, -0.3, 0.0], [0.1, 0.4, 0.0], [0.0, -0.2, -0.8], [0.7, 1.3, -0.2], [-0.4, 0.5, -0.1], [-0.6, 1.2, -0.4], [0.3, -0.1, 0.3], [-0.1, 0.2, 0.6], [-0.3, 0.4, -0.4], [-0.3, 0.0, 1.0], [-0.1, 0.3, 0.0], [-1.7, -0.8, 0.1], [1.1, -0.7, 0.7], [1.3, -0.8, 0.3], [0.9, -1.4, 0.2], [1.1, 0.3, -0.2], [0.2, -0.2, -0.4], [-1.5, 0.3, 0.1], [-0.4, -0.8, -0.3], [2.2, -2.4, 0.4], [0.6, 0.3, -0.3], [0.0, -0.1, -0.1], [-0.3, 0.2, -1.0], [-0.1, -0.5, -0.1], [-0.5, 0.9, -0.1], [0.2, 0.4, 0.5], [-0.1, 0.3, 0.6], [-2.1, 0.3, 0.9], [0.4, 0.1, -0.6]],
  "lumo_ev": [3.63, 2.20],
  "s_squared": 6.005,
  "total_energy_ha": -2540.4525,
  "max_force_ev_per_a": 3.29,
  "multiplicity": 5,
  "homo_lumo_gap_ev": [1.47, 6.13],
  "charge": -2
}

No. 2
{
  "formula": "C3H5N3O",
  "method": "ωB97M-V/def2-TZVPD",
  "elements": ["C", "H", "H", "H", "H", "C", "N", "N", "N", "H", "O", "C"],
  "positions_angstrom": [[0.0933, 0.1008, -1.1043], [2.0929, -1.7672, 0.1599], [-0.4676, 0.8352, 1.8546], [-0.8775, -0.9284, 1.4978], [-2.2117, 1.7395, 0.2851], [-0.4487, 0.0089, 1.1395], [1.3056, -1.5459, 0.7852], [0.4500, -0.1993, -2.2421], [1.0246, -0.3242, 0.6892], [1.4274, -0.0418, -2.4778], [-1.5080, 1.6703, -0.3703], [-0.8804, 0.4521, -0.2167]],
  "forces_ev_per_a": [[-2.3, 1.1, -1.8], [0.4, 0.5, 0.4], [0.1, -0.2, 0.0], [0.0, 0.3, 0.2], [0.1, -0.1, -0.1], [1.5, -0.9, -0.3], [-1.5, 1.1, -0.3], [0.4, -0.6, 0.5], [0.2, -1.4, 1.4], [0.0, 0.3, 0.0], [-0.2, 0.2, -0.1], [1.3, -0.3, 0.1]],
  "smiles": "[H]/N=N/CC(O)=C=N",
  "lumo_ev": [0.00, 0.00],
  "total_energy_ha": -356.6558,
  "max_force_ev_per_a": 3.08,
  "multiplicity": 1,
  "homo_lumo_gap_ev": [7.89, 7.89],
  "charge": 0
}

No. 3
{
  "formula": "C5H15NO2",
  "method": "ωB97M-V/def2-TZVPD",
  "elements": ["C", "H", "H", "H", "H", "H", "O", "H", "H", "H", "H", "H", "H", "H", "H", "C", "C", "N", "C", "O", "H", "C", "H"],
  "positions_angstrom": [[-0.2201, -0.3243, -0.3943], [-3.1566, -0.4900, 0.0525], [-2.8431, 0.6085, 1.4209], [2.8734, 0.9974, -1.1503], [-1.2828, 1.4852, -0.0753], [1.0189, 0.5641, 3.4692], [-1.7686, -1.2270, -2.6452], [0.6401, 1.1561, -1.6367], [2.2235, -0.4945, 1.2795], [-0.2080, -1.3808, -0.3251], [-0.1675, 0.3867, 2.4034], [-1.7138, -1.0170, -1.7021], [1.0549, -0.4415, -2.2302], [-2.3074, -0.5133, -2.9998], [-2.1222, -1.0627, 1.4261], [2.3196, 0.1455, -0.6743], [-1.1894, 0.4212, 0.1453], [2.2189, 0.3870, 0.7608], [-2.4081, -0.1905, 0.8113], [0.0809, 0.6403, 3.2975], [3.0177, -0.6146, -1.0586], [0.8867, 0.1018, -1.2639], [3.0529, 0.8623, 1.0893]],
  "forces_ev_per_a": [[0.1, 0.4, -0.1], [0.3, 0.1, 0.4], [-0.2, -0.5, 0.2], [-0.9, -0.1, 0.6], [0.5, -0.1, 0.1], [0.1, -0.1, -0.7], [-0.3, -0.1, 0.0], [0.4, -1.1, 0.6], [-0.2, 0.2, -0.3], [-0.5, -1.2, 0.8], [0.8, 0.0, -0.2], [0.1, 0.0, -0.2], [-1.1, -0.1, 0.8], [0.0, 0.0, -0.1], [-0.4, 0.4, -0.2], [0.4, 1.4, -0.5], [-0.3, -0.8, -0.9], [1.1, -0.5, 0.5], [0.4, 0.3, 0.1], [-0.9, 0.2, 0.8], [-0.7, -0.9, 0.7], [1.3, 2.5, -2.4], [0.0, 0.1, 0.0]],
  "smiles": "C/C=C/CCN.O.O",
  "lumo_ev": 0.80,
  "total_energy_ha": -404.6823,
  "max_force_ev_per_a": 3.71,
  "multiplicity": 1,
  "homo_lumo_gap_ev": 10.36,
  "charge": 0
}